This record from the Open Molecules 2025 dataset describes 6 unconnected molecules or ions with the total composition C41H92F6N5P in a non-equilibrium geometry. The level of theory is ωB97M-V with the def2-TZVPD basis set.

For the HOMO-LUMO gap (spin up / spin down), the calculation gives 10.8011 / 2.3235 eV. The spin multiplicity is 2. As for the charge: +5. Its LUMO energy (spin up / spin down) is -0.389 / -0.700 Ha. As for the highest occupied orbital energy (spin up / spin down): -21.4 / -21.4 eV.

Geometry as XYZ:
```
145
Properties=species:S:1:pos:R:3:forces:R:3
P -0.797 -0.165 0.919 0.426 -0.050 1.145
F 0.806 -0.514 0.662 0.071 0.598 -0.199
F -0.645 -0.948 2.350 -0.474 1.239 -0.679
F -0.380 1.322 1.538 -0.034 -1.410 0.269
F -2.367 0.196 1.151 1.002 -0.827 -0.086
F -0.849 0.601 -0.516 -0.012 -0.690 -0.640
F -1.089 -1.632 0.227 -0.634 1.083 -0.169
C 4.572 -5.001 0.886 -0.354 0.155 -0.384
C 3.016 -4.830 0.909 1.046 0.106 0.514
C 2.346 -5.412 2.143 -0.728 0.626 0.788
N 0.800 -5.230 2.201 0.540 -2.210 0.916
C 0.278 -3.782 2.100 0.965 -1.110 -0.145
C 0.131 -6.182 1.168 -0.169 0.342 -0.742
C -0.605 -7.312 1.929 0.506 0.471 -1.433
C -1.007 -6.576 3.166 0.517 -0.641 0.029
C 0.330 -5.892 3.546 -2.211 0.554 0.278
H 4.996 -4.479 0.027 -0.220 0.437 -0.126
H 4.917 -6.011 0.668 -0.305 -0.230 0.633
H 5.076 -4.573 1.752 -0.141 -0.311 0.145
H 2.653 -5.239 -0.034 -0.418 -0.008 0.116
H 2.805 -3.764 0.995 -0.027 0.243 -0.563
H 2.630 -4.890 3.057 0.533 0.296 -0.158
H 2.597 -6.447 2.378 -0.424 -0.196 -0.520
H 0.820 -3.119 2.775 0.060 -0.349 0.169
H -0.782 -3.768 2.355 0.146 -0.102 -0.228
H 0.484 -3.446 1.084 -0.375 -0.028 0.073
H -0.502 -5.487 0.617 -0.589 -0.438 0.036
H 0.824 -6.564 0.419 0.465 0.162 0.388
H -1.412 -7.731 1.328 -0.224 0.380 0.005
H 0.029 -8.182 2.097 0.368 0.241 0.269
H -1.793 -5.882 2.867 -0.065 0.184 0.559
H -1.357 -7.315 3.887 -0.055 0.563 0.441
H 0.129 -5.141 4.310 0.487 0.313 -0.204
H 0.972 -6.658 3.982 0.590 0.279 -0.646
C -0.979 4.129 -0.687 0.288 -0.832 0.407
C -1.979 4.385 0.419 -1.258 -0.356 0.736
C -3.201 3.408 0.490 -0.127 -0.454 -0.069
N -4.029 3.344 1.787 0.171 1.272 -0.882
C -3.211 3.011 3.058 -2.080 0.069 -1.497
C -5.182 2.341 1.561 -0.206 0.772 0.678
C -6.279 3.095 0.765 0.932 -1.272 -0.086
C -5.994 4.576 0.871 1.009 0.519 1.766
C -4.803 4.736 1.924 -0.486 -1.841 -0.504
H -1.411 4.303 -1.673 0.209 -0.126 -0.039
H -0.592 3.120 -0.548 -0.241 -0.383 -0.511
H -0.076 4.723 -0.545 -0.366 0.580 -0.156
H -2.387 5.381 0.248 0.103 0.151 0.533
H -1.481 4.299 1.385 0.147 0.414 0.016
H -2.990 2.349 0.339 0.720 0.123 -0.206
H -3.925 3.678 -0.278 0.002 0.042 -0.027
H -2.625 3.901 3.289 0.086 -0.534 0.214
H -2.723 2.047 2.913 0.538 0.424 -0.173
H -4.039 2.807 3.736 0.491 0.417 0.676
H -5.530 2.069 2.558 -0.029 0.125 0.019
H -4.874 1.411 1.085 0.498 0.274 -0.029
H -7.264 2.816 1.138 0.111 0.033 -0.088
H -6.176 2.736 -0.258 -0.429 0.221 -0.130
H -6.868 5.050 1.318 0.156 0.476 -0.468
H -5.701 4.999 -0.090 -0.294 0.262 0.231
H -5.090 4.722 2.975 -0.505 0.187 -0.168
H -4.156 5.601 1.774 0.196 -0.356 -0.210
C -3.839 2.139 -7.302 0.001 -0.014 0.130
C -3.078 1.628 -6.045 -1.003 1.506 -0.176
C -3.843 0.492 -5.414 1.461 -1.094 0.618
N -3.167 -0.071 -4.111 0.245 -0.830 0.646
C -3.333 0.940 -2.961 0.569 -0.530 -1.120
C -1.716 -0.675 -4.273 -1.312 2.404 0.126
C -1.524 -1.605 -3.065 0.635 0.271 -1.274
C -2.865 -2.152 -2.731 -3.210 1.606 0.524
C -3.868 -1.365 -3.689 0.635 -0.316 -0.878
H -3.886 1.428 -8.127 0.021 0.032 0.082
H -3.447 3.092 -7.657 0.490 -0.265 -0.073
H -4.846 2.431 -7.007 -0.211 -0.398 0.015
H -3.132 2.525 -5.429 0.342 -0.120 0.549
H -2.025 1.409 -6.223 -0.089 -0.253 -0.183
H -3.802 -0.349 -6.106 -0.383 -0.127 0.043
H -4.866 0.693 -5.098 0.051 0.208 -0.318
H -2.925 0.475 -2.064 -0.349 0.208 0.090
H -4.395 1.184 -2.936 0.032 -0.315 0.373
H -2.822 1.882 -3.163 0.282 -0.252 -0.210
H -1.120 0.236 -4.325 0.571 -0.265 0.203
H -1.683 -1.124 -5.266 -0.175 -0.320 0.193
H -1.142 -1.066 -2.197 0.494 -0.229 -0.210
H -0.925 -2.438 -3.432 0.553 0.099 0.398
H -3.186 -1.788 -1.755 0.380 -0.331 0.380
H -2.997 -3.233 -2.693 -0.012 0.178 -0.549
H -4.853 -1.055 -3.340 0.069 -0.618 0.294
H -3.936 -1.887 -4.643 -0.469 -0.245 0.157
C -0.375 3.300 4.903 0.450 -0.295 -0.693
C 0.744 2.289 5.216 0.546 0.796 0.538
C 2.086 2.824 4.614 -0.347 -0.955 -1.145
N 3.166 1.745 4.234 -0.625 0.266 1.376
C 3.655 1.136 5.512 0.914 -0.063 0.645
C 2.673 0.538 3.375 0.682 1.606 -1.144
C 3.738 0.523 2.241 0.466 -1.033 -0.429
C 4.952 1.360 2.669 -0.440 -0.728 0.775
C 4.308 2.459 3.473 -0.317 -0.470 -0.063
H -1.334 2.983 5.314 0.171 0.088 0.196
H -0.462 3.294 3.816 -0.239 0.126 -0.189
H -0.148 4.329 5.180 0.002 -0.128 0.354
H 0.447 1.333 4.783 0.275 -0.063 -0.178
H 0.784 2.142 6.295 0.328 -0.014 0.007
H 2.640 3.619 5.113 -0.207 -0.350 0.728
H 1.827 3.296 3.667 -0.030 -0.234 -0.316
H 4.460 0.422 5.335 -0.283 -0.239 -0.423
H 2.842 0.643 6.043 -0.001 0.133 -0.194
H 4.147 1.849 6.174 -0.475 0.498 -0.155
H 2.589 -0.371 3.970 0.499 0.284 0.127
H 1.679 0.703 2.959 0.059 0.457 0.156
H 4.060 -0.506 2.081 -0.053 -0.087 -0.161
H 3.377 0.886 1.279 -0.537 0.112 0.126
H 5.550 0.732 3.330 0.155 0.128 0.167
H 5.663 1.703 1.917 -0.465 0.085 -0.265
H 5.053 2.934 4.111 -0.584 0.113 0.454
H 3.797 3.194 2.852 0.199 0.064 -0.024
C 2.686 3.347 -0.536 -0.477 -0.548 -0.777
C 2.210 2.063 -1.332 0.516 1.131 -0.383
C 3.414 1.369 -2.080 -0.202 -0.822 1.411
N 3.093 0.101 -2.934 -1.822 0.739 -0.552
C 4.387 -0.678 -3.372 0.099 0.165 1.333
C 4.095 -2.170 -3.827 -0.348 2.974 -0.469
C 3.110 -3.002 -3.049 2.128 -1.542 -0.442
C 1.810 -2.097 -2.879 -1.308 2.033 0.330
C 2.094 -0.806 -2.116 3.238 -0.378 -1.526
C 2.437 0.572 -4.247 -0.026 -1.363 0.593
H 1.807 3.738 -0.023 -0.050 -0.060 -0.049
H 2.982 4.106 -1.260 0.212 0.049 0.166
H 3.451 3.242 0.233 0.185 -0.439 -0.280
H 1.467 2.460 -2.024 -0.029 -0.158 -0.258
H 1.673 1.410 -0.645 0.329 -0.387 -0.038
H 3.975 0.991 -1.226 0.592 -0.144 -0.246
H 4.053 2.009 -2.690 -0.288 0.120 0.015
H 5.069 -0.588 -2.526 -0.112 -0.521 0.205
H 4.855 -0.043 -4.125 -0.217 -0.311 -0.356
H 5.076 -2.642 -3.775 0.723 -0.565 0.932
H 3.939 -2.118 -4.905 -1.045 -0.145 0.008
H 3.570 -3.466 -2.176 -0.260 0.562 0.434
H 2.820 -3.861 -3.654 -0.916 -0.172 -0.058
H 1.128 -2.675 -2.254 0.122 -0.922 0.172
H 1.306 -1.953 -3.835 0.321 0.070 -0.018
H 2.653 -0.957 -1.192 -0.165 -0.377 0.202
H 1.187 -0.291 -1.798 -0.446 0.303 -0.367
H 2.518 -0.290 -4.909 -0.524 0.084 -0.126
H 2.975 1.362 -4.772 -0.015 0.299 0.671
H 1.403 0.781 -3.971 0.129 0.361 -0.514
```
Forces are in eV/Å.

***

This record from the Open Molecules 2025 dataset describes a single C4H5NO molecule in a non-equilibrium geometry. The level of theory is ωB97M-V with the def2-TZVPD basis set.

For the HOMO-LUMO gap, the calculation gives 9.6332 eV. For the relative energy (zero: lowest compared OMol25 entry of this formula, charge and spin), the calculation gives 4.007 eV. The SMILES is [O-][C@]12C[C@@H]3[C@H]1[N@@H+]32. Its LUMO energy is 0.032 Ha. As for the highest occupied orbital energy: -8.8 eV.

Geometry as XYZ:
```
11
Properties=species:S:1:pos:R:3:forces:R:3
O 0.799 -0.960 1.952 0.126 0.726 -0.347
C 0.560 -0.356 0.943 0.824 0.496 0.666
C 1.002 -0.455 -0.539 0.057 -0.151 -0.088
C -0.260 0.335 -0.821 -0.113 -0.204 -0.397
C -0.311 1.009 0.497 -0.193 -0.436 0.331
N -1.050 -0.249 0.256 -0.903 -0.552 -0.381
H 1.942 0.094 -0.669 -0.216 -0.041 -0.143
H 1.053 -1.453 -0.982 0.023 -0.002 0.226
H -0.739 0.599 -1.753 0.201 0.263 0.100
H -0.913 1.912 0.666 0.618 -0.408 0.474
H -2.033 -0.340 0.429 -0.423 0.309 -0.441
```
Forces are in eV/Å.

***

This record from the Open Molecules 2025 dataset describes a molecular structure, C61H60F15Ge2N6P3PbS3 in a non-equilibrium geometry. The level of theory is ωB97M-V with the def2-TZVPD basis set.

For the HOMO-LUMO gap (spin up / spin down), the calculation gives 7.1683 / 5.4545 eV. The spin multiplicity is 2. As for the charge: -1. Its LUMO energy (spin up / spin down) is 0.072 / 0.003 Ha. As for the highest occupied orbital energy (spin up / spin down): -5.2 / -5.4 eV.

Geometry as XYZ:
```
151
Properties=species:S:1:pos:R:3:forces:R:3
Pb 1.749 -0.868 0.032 0.060 0.158 -0.321
C -0.494 4.305 -3.117 0.102 0.036 -0.027
C -0.127 2.856 -2.787 -0.219 -0.110 -0.081
C -0.949 1.880 -3.645 -0.048 0.058 -0.011
P -0.254 2.345 -1.003 -0.010 0.073 0.153
C -1.825 3.242 -0.539 0.031 -0.322 0.037
N -2.338 2.932 0.782 0.540 -0.469 0.275
Ge -1.755 1.063 1.772 -1.309 0.468 0.225
N -1.426 0.585 3.680 0.472 0.067 -0.301
C -0.213 -0.112 4.097 -0.093 0.256 -0.264
P 1.265 0.618 3.253 -0.079 0.191 0.123
C 2.636 -0.412 3.968 -0.036 -0.128 0.064
C 2.351 -1.903 3.741 -0.015 -0.006 0.074
C 2.999 -0.170 5.432 0.049 -0.097 0.019
C 1.461 2.265 4.126 -0.366 0.115 -0.105
C 0.853 2.363 5.527 0.013 0.086 0.022
C 0.892 3.393 3.248 0.283 -0.061 0.156
C -2.486 0.635 4.551 0.071 -0.182 0.170
C -2.572 -0.057 5.772 -0.018 -0.002 -0.003
C -3.689 0.079 6.589 0.047 0.006 -0.059
C -4.759 0.882 6.218 0.114 -0.003 -0.047
C -4.690 1.563 5.007 -0.055 0.050 0.048
C -3.570 1.452 4.209 0.019 0.112 -0.341
N -3.428 2.134 2.934 -0.287 -0.209 -0.050
C -3.000 3.506 2.961 -0.033 -0.082 0.052
C -3.031 4.332 4.064 -0.099 0.016 0.008
C -2.674 5.672 3.925 0.026 0.050 -0.099
C -2.333 6.154 2.666 -0.073 -0.124 0.080
C -2.243 5.304 1.570 -0.307 0.113 0.049
C -2.503 3.930 1.710 0.125 0.051 -0.151
C -4.581 1.908 2.055 0.229 0.178 0.354
C -5.649 2.774 1.974 -0.022 0.079 0.099
C -6.744 2.451 1.173 0.018 -0.074 -0.001
C -6.735 1.250 0.480 0.127 -0.040 0.044
C -5.635 0.394 0.536 -0.161 0.067 -0.051
C -4.519 0.730 1.308 0.141 -0.187 -0.078
N -3.345 -0.001 1.384 0.237 -0.208 -0.280
C -3.289 -1.191 0.535 0.075 0.344 0.115
P -1.614 -1.949 0.485 -0.050 -0.004 0.127
C -1.623 -3.078 1.967 -0.060 -0.042 -0.034
C -0.660 -4.247 1.749 -0.001 -0.059 -0.042
C -2.984 -3.537 2.491 0.033 -0.064 0.088
C -1.792 -3.058 -0.991 -0.045 0.073 -0.091
C -1.817 -2.200 -2.265 -0.076 -0.030 0.044
C -2.971 -4.031 -0.973 0.008 -0.070 -0.091
C 1.042 3.352 -0.102 0.171 -0.115 -0.285
C 2.378 3.398 -0.860 -0.062 0.010 0.067
C 0.641 4.751 0.352 0.118 0.018 0.073
H -0.257 4.511 -4.167 -0.051 -0.004 0.081
H 0.059 5.024 -2.506 -0.057 -0.074 -0.081
H -1.564 4.488 -2.978 0.095 -0.013 -0.015
H 0.924 2.693 -3.033 0.100 -0.039 -0.016
H -2.021 1.942 -3.409 0.167 0.007 -0.030
H -0.618 0.850 -3.491 -0.031 0.089 -0.014
H -0.829 2.123 -4.709 -0.025 -0.033 0.139
H -2.545 2.907 -1.294 -0.097 0.119 0.008
H -1.654 4.308 -0.680 -0.117 -0.034 -0.007
H -0.234 -1.179 3.858 -0.032 -0.038 0.040
H -0.077 -0.033 5.176 -0.043 0.060 0.073
H 3.494 -0.137 3.350 0.075 -0.013 -0.057
H 1.623 -2.273 4.474 0.124 0.035 -0.090
H 3.270 -2.486 3.853 -0.095 0.048 -0.002
H 1.958 -2.120 2.745 0.053 0.009 0.021
H 2.181 -0.461 6.100 0.090 0.042 -0.054
H 3.260 0.870 5.632 -0.011 -0.053 0.010
H 3.869 -0.783 5.692 -0.082 0.029 0.000
H 2.544 2.405 4.181 0.085 -0.012 0.044
H -0.241 2.325 5.472 0.123 -0.015 0.004
H 1.125 3.329 5.971 -0.058 -0.102 -0.034
H 1.195 1.580 6.206 -0.056 0.071 -0.060
H -0.178 3.248 3.071 0.000 0.043 -0.002
H 1.395 3.436 2.280 -0.068 0.040 0.572
H 1.013 4.367 3.740 -0.024 -0.124 -0.020
H -1.767 -0.714 6.076 -0.085 0.011 -0.004
H -3.725 -0.467 7.527 0.021 0.039 -0.086
H -5.630 0.979 6.853 0.020 -0.023 -0.034
H -5.517 2.184 4.682 0.041 0.000 -0.031
H -3.351 3.940 5.023 0.001 0.006 -0.056
H -2.699 6.336 4.781 -0.009 -0.055 -0.052
H -2.122 7.210 2.536 0.020 -0.056 -0.013
H -1.969 5.709 0.604 -0.079 0.031 0.151
H -5.627 3.704 2.534 0.022 -0.075 -0.028
H -7.593 3.124 1.110 0.092 -0.065 0.004
H -7.591 0.972 -0.126 0.057 0.003 0.016
H -5.648 -0.530 -0.029 -0.017 0.092 0.019
H -3.547 -0.961 -0.507 -0.008 0.068 0.002
H -4.008 -1.928 0.894 -0.135 0.018 -0.064
H -1.189 -2.448 2.742 0.039 0.050 0.100
H -1.095 -5.007 1.091 0.070 0.087 0.085
H -0.423 -4.724 2.705 -0.040 0.002 -0.073
H 0.288 -3.928 1.305 -0.040 -0.008 0.045
H -3.551 -4.096 1.743 0.026 0.044 0.071
H -3.591 -2.692 2.829 0.047 -0.067 -0.022
H -2.831 -4.196 3.352 -0.035 0.038 -0.043
H -0.861 -3.635 -1.000 0.026 0.001 -0.028
H -2.800 -1.733 -2.405 0.097 -0.055 0.016
H -1.617 -2.825 -3.142 -0.034 0.053 0.089
H -1.061 -1.414 -2.242 0.008 -0.028 -0.041
H -3.927 -3.504 -0.872 0.110 -0.072 -0.023
H -2.892 -4.765 -0.169 -0.033 0.069 -0.076
H -2.993 -4.581 -1.922 -0.042 0.046 0.105
H 1.197 2.745 0.797 -0.001 -0.052 -0.349
H 2.332 4.110 -1.693 0.009 -0.084 0.112
H 2.674 2.430 -1.268 -0.022 -0.110 -0.019
H 3.180 3.720 -0.181 -0.145 -0.006 -0.125
H 0.463 5.421 -0.496 -0.004 -0.063 0.090
H 1.456 5.184 0.946 -0.089 0.013 -0.104
H -0.251 4.744 0.984 0.508 -0.038 -0.170
S 2.726 -3.316 0.087 0.194 -0.069 -0.037
C 4.453 -3.007 0.019 0.065 -0.564 0.031
C 5.259 -4.211 -0.061 -0.099 0.085 -0.109
N 5.859 -5.195 -0.124 -0.221 0.330 0.006
C 5.068 -1.802 0.080 0.522 0.090 -0.015
S 4.312 -0.246 0.299 0.043 -0.016 0.036
C 6.518 -1.765 -0.009 -0.093 0.033 0.013
N 7.668 -1.704 -0.081 -0.400 -0.009 0.034
F 0.770 -4.039 -3.122 0.114 0.025 -0.044
C 1.976 -4.597 -3.322 0.018 0.362 0.020
C 3.038 -3.819 -3.761 -0.213 0.110 0.284
C 4.251 -4.467 -3.924 -0.245 0.138 0.039
F 5.357 -3.812 -4.279 0.125 0.211 -0.140
C 4.384 -5.827 -3.734 0.096 0.002 -0.005
F 5.542 -6.436 -3.961 0.230 -0.084 0.003
C 3.302 -6.559 -3.312 -0.079 -0.214 0.059
F 3.417 -7.868 -3.132 0.033 -0.244 0.073
C 2.091 -5.941 -3.082 -0.151 -0.165 0.068
F 1.053 -6.657 -2.644 -0.080 -0.054 -0.003
Ge 2.668 -1.918 -4.114 -0.051 0.105 -0.486
S 1.602 -0.692 -2.712 0.086 0.052 0.160
C 4.315 -1.162 -4.911 -0.037 -0.064 0.148
C 4.753 -1.614 -6.145 -0.036 0.032 0.195
F 4.113 -2.611 -6.776 -0.125 -0.067 0.046
C 5.869 -1.100 -6.766 -0.018 -0.023 -0.091
F 6.270 -1.553 -7.954 0.041 -0.073 -0.150
C 6.580 -0.097 -6.142 0.111 0.039 -0.092
F 7.653 0.417 -6.734 0.210 0.088 -0.115
C 6.184 0.373 -4.912 0.051 0.111 0.096
F 6.883 1.342 -4.324 0.056 0.094 0.072
C 5.065 -0.165 -4.310 -0.241 -0.068 0.088
F 4.727 0.321 -3.116 0.002 -0.038 -0.010
C 1.431 -1.834 -5.693 0.035 0.108 0.077
C 0.726 -2.873 -6.277 0.240 0.072 0.112
F 0.970 -4.151 -5.958 0.059 -0.076 0.135
C -0.246 -2.668 -7.233 -0.096 -0.132 -0.038
F -0.912 -3.696 -7.763 -0.063 -0.126 -0.061
C -0.537 -1.389 -7.645 -0.066 0.022 -0.078
F -1.480 -1.181 -8.557 -0.210 0.049 -0.225
C 0.162 -0.326 -7.120 -0.020 0.099 0.007
F -0.108 0.913 -7.534 -0.024 0.160 -0.057
C 1.127 -0.563 -6.167 0.138 -0.121 0.141
F 1.781 0.516 -5.710 0.057 -0.049 0.085
```
Forces are in eV/Å.

***

Number 1: E -77005.0725 eV. Number 2: E -7762.5193 eV. Number 3: E -292587.9251 eV.